(1)
A gas-phase ion, C3H3N2S (charge +1) at a distorted geometry. Source: the OMol25 dataset; level of theory: the ωB97M-V functional and the def2-TZVPD basis.

Geometry as ORCA input:
```
! RIJCOSX wB97M-V def2-TZVPD def2/J DEFGRID3
* xyz 1 1
C -0.2077 1.9646 0.7933
C -0.5501 -0.6521 -1.9674
C -0.1903 -1.1468 -0.6691
N -0.4011 0.8155 0.5558
N -0.2765 -0.4176 0.5988
S -0.9249 -0.0691 -3.3040
H -0.2693 3.0096 0.6774
H -0.7342 -2.1515 -0.6311
H 0.9786 -1.2698 -0.7610
*
```

Its energy above the lowest of the compared OMol25 structures with the same formula, charge and spin is 91.31 kcal/mol. As for the lowest unoccupied orbital energy: -6.498 eV.

Atom charges from the natural (NBO) analysis, given in e for atoms 1 to 2: 0.137 0.055


(2)
A molecular structure, C33H44AlBrCaCl5F13MgN2NaO6P at a distorted geometry. Source: the OMol25 dataset; level of theory: the ωB97M-V functional and the def2-TZVPD basis.

Geometry as ORCA input:
```
! RIJCOSX wB97M-V def2-TZVPD def2/J DEFGRID3
* xyz 0 1
C 6.0163 0.6573 -0.5446
C 4.4293 0.3790 -0.7565
C 4.1165 0.0242 -2.3001
C 3.0301 1.0511 -2.9521
C 1.5672 0.8659 -2.2981
C 0.3519 0.9783 -3.3943
C -0.6353 -0.2615 -3.4476
C -1.8423 -0.4348 -2.4382
C -2.2835 -1.9624 -2.8833
C -1.5806 -3.1129 -2.0262
O -2.3464 -3.9122 -1.4134
F -0.1798 -3.3525 -1.9262
C -1.2369 -0.3263 -0.9160
C -2.4457 -0.2069 0.2163
C -1.8135 0.8048 1.2605
C -2.5610 0.9944 2.6573
O -3.7416 0.6613 2.8902
F -1.8286 1.5703 3.7726
O -2.7187 -1.5745 0.4755
C -2.2069 -2.1601 1.6823
C -0.6099 -2.2753 1.8509
C -0.0097 -3.7209 1.3684
C -3.5997 0.3258 -0.8569
C -4.6626 1.4474 -0.3019
O -4.3504 2.3950 0.5213
O -5.9926 1.5375 -0.7773
P -4.8165 -1.2120 -0.6533
C -6.0295 -1.3186 -2.0978
O -5.6966 -0.9444 0.8279
N -3.0280 0.5073 -2.2716
C -3.0906 1.8444 -2.9229
F -2.4979 1.9342 -4.2296
F -4.5036 1.9682 -3.2874
C -2.6662 3.1409 -2.1346
C -3.7712 4.2694 -2.0024
C -3.5109 5.6213 -1.1941
C -2.1539 5.9232 -0.4792
C -1.0352 4.8338 -0.5939
C 0.3627 5.1248 0.1715
F 0.4333 4.3810 1.4198
F 0.3884 6.5303 0.4683
F 1.4203 4.7678 -0.7121
C -1.3183 3.4893 -1.4064
H 6.3126 1.5691 -1.2199
H 6.1458 0.9477 0.5571
H 6.6606 -0.2629 -0.7973
H 4.1708 -0.5363 -0.0981
H 3.8798 1.3393 -0.4435
H 5.0881 0.0304 -2.9258
H 3.6508 -1.0303 -2.4417
H 3.3958 2.1278 -2.7686
H 3.0676 0.8686 -4.0811
H 1.5167 -0.2096 -1.8687
H 1.4293 1.6291 -1.4513
H -0.1362 2.0191 -3.4075
H 0.9330 0.9476 -4.4029
H -1.0653 -0.2652 -4.5306
H 0.0200 -1.2218 -3.4043
H -1.9294 -2.1459 -3.9765
H -3.4093 -2.1294 -2.9116
H -0.3789 -1.0524 -0.7072
H -0.7098 0.6963 -0.7186
H -1.8265 1.8602 0.7595
H -0.6790 0.6239 1.5208
H -2.6371 -1.7309 2.6738
H -2.5890 -3.2601 1.6889
H 0.0072 -1.4189 1.4033
H -0.3998 -2.2490 3.0026
H -0.6185 -4.1920 0.5236
H 1.0904 -3.5325 1.1065
H -0.0183 -4.3886 2.3024
H -5.5844 -1.1095 -3.1382
H -6.9260 -0.5835 -1.9919
H -6.5182 -2.3718 -2.1235
H -6.6453 -1.0059 0.5453
H -3.7539 -0.0084 -2.8437
H -4.8210 4.1922 -2.4437
H -4.3531 6.4096 -1.0834
H -2.0770 6.9069 0.1046
H -0.4719 2.7285 -1.4172
F 0.9329 -2.9647 3.9542
Mg -5.8489 4.2767 -0.4343
Cl 5.5210 3.0910 -1.6477
F 1.5332 3.5931 -7.8934
Al 0.2768 2.9724 -6.8052
F 0.0656 1.2253 -7.0706
F -1.2564 3.8102 -7.1244
F 0.7632 3.2533 -5.1146
Ca 0.9071 1.8589 0.2375
C 10.0671 1.1046 -1.4785
Cl 11.2089 1.7917 -0.3004
Cl 8.6192 2.1287 -1.5685
Cl 10.8413 1.0286 -3.0774
Cl 9.6056 -0.5352 -0.9668
F -8.4009 -1.5352 1.3932
Na 2.2292 -1.5369 4.9506
C 2.5663 -6.5709 9.0389
C 3.9704 -5.9753 9.0383
C 3.9680 -4.4446 9.0330
C 3.2749 -3.9388 7.7981
N 2.7272 -3.5396 6.8237
H 2.0126 -6.2994 8.1361
H 2.6168 -7.6619 9.0721
H 1.9960 -6.2298 9.9085
H 4.5134 -6.3483 8.1638
H 4.5067 -6.3279 9.9242
H 4.9938 -4.0668 9.0462
H 3.4528 -4.0579 9.9167
Br -8.8318 0.4277 1.7648
*
```

Its energy above the lowest of the compared OMol25 structures with the same formula, charge and spin is 443.81 kcal/mol. As for the lowest unoccupied orbital energy: -4.652 eV.

Atom charges from the Mulliken analysis, given in e for atoms 1 to 2: -1.031 0.341


| no. | E_tot (a.u.) | E_HOMO (eV) |
| --- | --- | --- |
| 1 | -623.349100 | -13.040 |
| 2 | -9641.129158 | -6.901 |